Formula: C18H59IN23O12S
Source: the OMol25 dataset
Level of theory: ωB97M-V/def2-TZVPD

Structure (ORCA input):
```
! RIJCOSX wB97M-V def2-TZVPD def2/J DEFGRID3
* xyz 1 1
H 0.18 -4.91 -2.09
H 1.54 0.09 -1.14
N 0.08 0.91 5.92
C -4.55 3.86 2.44
O 2.24 1.41 -3.41
I -0.30 0.04 1.28
C 0.53 -1.01 -2.68
O -1.55 2.10 6.94
C 0.09 -1.31 -0.31
H -2.89 1.63 4.92
H -6.49 4.42 2.93
H -1.70 0.70 4.10
H 2.95 3.35 -4.79
N 0.45 6.51 1.64
H -0.32 -6.17 -3.18
H 1.30 -1.05 -3.44
O 1.79 -0.56 -8.15
N 0.39 -8.89 0.20
H 4.74 -6.57 -8.17
H -0.91 -2.19 -4.51
N -6.66 1.01 -1.07
H 1.22 -4.08 -4.15
N 1.13 -0.83 -1.31
H 1.97 6.46 6.23
H -5.85 3.04 3.75
O 0.49 -4.23 -4.76
O -6.95 2.56 0.55
C -0.59 5.64 1.46
H 5.87 5.36 5.37
H 0.36 -2.96 -2.01
C 5.36 7.02 6.54
H 0.00 -0.75 -6.42
H -2.11 -4.90 3.97
N 6.63 7.51 6.48
N -4.93 2.42 -0.45
C -0.60 -5.18 -2.80
H 1.68 -4.78 -8.02
C -1.11 -1.74 -1.18
O 0.10 4.93 5.61
C 3.29 -5.70 -7.05
N -5.73 3.79 3.09
H -1.49 -4.63 -4.65
C -0.71 -4.24 -3.99
H 0.42 -2.24 0.15
H -2.43 -6.57 4.27
H 0.63 4.33 8.68
O -1.16 5.53 0.37
H 1.68 -4.74 -6.29
H 2.19 4.57 -3.83
H -4.58 3.16 0.13
N -1.97 1.22 4.91
C 0.62 5.01 6.72
N 3.88 -6.07 -8.22
H -5.14 5.54 1.36
H 1.91 -1.48 -1.19
H 2.14 -7.73 -2.23
H -2.12 -0.03 -2.71
H 3.70 0.70 -7.16
H 0.72 7.08 0.86
N -0.55 -5.30 1.98
H 6.81 8.37 6.96
H 0.69 1.07 6.70
O 3.78 -5.97 -5.96
N -4.42 4.88 1.54
N 0.81 -0.24 -6.12
O -1.01 -7.45 2.43
N 2.40 3.60 -3.99
H -4.31 2.00 -1.12
H 4.23 5.45 5.91
H 3.49 -5.86 -9.12
N -0.94 4.91 2.54
H 0.86 0.14 -5.20
C 1.84 -0.10 -7.03
H -0.56 3.62 7.63
C 1.97 2.60 -3.18
H 0.91 6.63 2.52
H -3.53 4.98 1.06
C -1.11 -2.80 -3.63
N 1.65 -8.40 -1.67
H -7.61 0.71 -0.96
O 4.47 7.59 7.15
C -1.17 1.45 5.98
H -0.50 4.98 3.44
H 7.38 7.06 5.99
C 1.03 -7.94 -0.54
N 2.11 -5.02 -7.15
H 2.08 5.98 7.87
S -2.33 -0.39 -1.42
N 1.65 5.87 6.97
H -2.19 -2.77 -3.46
H -6.08 0.56 -1.76
H 0.97 3.94 -1.92
C -1.17 -6.27 2.71
O -3.63 3.06 2.64
N 0.21 4.26 7.78
C -0.35 -2.24 -2.44
O 1.06 -6.75 -0.23
H 0.42 0.37 5.15
H 0.36 -9.85 -0.06
H -0.04 -0.09 -2.82
H -0.65 -4.32 2.17
N -1.97 -5.86 3.73
H -0.07 -8.59 1.04
H 1.65 -9.36 -1.95
H -1.71 -2.53 -0.74
N 5.15 5.84 5.87
H -1.72 4.28 2.42
H 0.06 -5.61 1.24
N 1.22 2.99 -2.12
N 2.92 0.58 -6.54
H 2.97 0.93 -5.60
C -6.23 2.03 -0.27
H 0.88 2.28 -1.50
H -1.53 -5.27 -2.25
*
```

Results
* frontier orbital gap: 8.01 eV
* LUMO level: -3.224 eV
* energy above the lowest of the compared OMol25 structures with the same formula, charge and spin: 0.00 kcal/mol

Results of the Löwdin charge analysis, in e, for atoms 1 through 99: number 1, H, carries 0.0629; number 2, H, carries 0.1350; number 3, N, carries 0.1607; number 4, C, carries -0.6897; number 5, O, carries -0.0196; number 6, I, carries 0.9631; number 7, C, carries -0.1105; number 8, O, carries 0.0169; number 9, C, carries -0.7407; number 10, H, carries 0.0981; number 11, H, carries 0.1049; number 12, H, carries 0.0387; number 13, H, carries 0.1093; number 14, N, carries 0.1523; number 15, H, carries 0.0930; number 16, H, carries 0.1276; number 17, O, carries 0.0413; number 18, N, carries 0.1758; number 19, H, carries 0.1025; number 20, H, carries 0.1137; number 21, N, carries 0.1490; number 22, H, carries 0.1030; number 23, N, carries 0.0574; number 24, H, carries 0.0879; number 25, H, carries 0.1098; number 26, O, carries -0.0418; number 27, O, carries 0.0261; number 28, C, carries -0.6888; number 29, H, carries 0.0907; number 30, H, carries 0.1292; number 31, C, carries -0.6841; number 32, H, carries 0.0963; number 33, H, carries 0.0927; number 34, N, carries 0.1515; number 35, N, carries 0.1668; number 36, C, carries -0.0345; number 37, H, carries 0.0984; number 38, C, carries -0.6078; number 39, O, carries -0.0032; number 40, C, carries -0.6882; number 41, N, carries 0.1763; number 42, H, carries 0.1504; number 43, C, carries -0.4012; number 44, H, carries 0.0854; number 45, H, carries 0.1078; number 46, H, carries 0.0987; number 47, O, carries -0.0274; number 48, H, carries 0.0532; number 49, H, carries 0.1126; number 50, H, carries 0.0580; number 51, N, carries 0.1718; number 52, C, carries -0.6708; number 53, N, carries 0.1495; number 54, H, carries 0.1109; number 55, H, carries 0.1869; number 56, H, carries 0.1015; number 57, H, carries -0.1091; number 58, H, carries 0.1068; number 59, H, carries 0.0974; number 60, N, carries 0.1528; number 61, H, carries 0.1063; number 62, H, carries 0.1040; number 63, O, carries 0.0034; number 64, N, carries 0.1648; number 65, N, carries 0.1536; number 66, O, carries 0.0268; number 67, N, carries 0.1827; number 68, H, carries 0.0626; number 69, H, carries 0.0805; number 70, H, carries 0.0932; number 71, N, carries 0.1864; number 72, H, carries 0.0481; number 73, C, carries -0.6797; number 74, H, carries 0.0611; number 75, C, carries -0.6454; number 76, H, carries 0.0954; number 77, H, carries 0.0826; number 78, C, carries -0.0875; number 79, N, carries 0.1559; number 80, H, carries 0.1028; number 81, O, carries 0.0187; number 82, C, carries -0.6606; number 83, H, carries 0.0663; number 84, H, carries 0.0931; number 85, C, carries -0.6598; number 86, N, carries 0.1599; number 87, H, carries 0.0948; number 88, S, carries 0.7405; number 89, N, carries 0.1551; number 90, H, carries 0.1269; number 91, H, carries 0.0828; number 92, H, carries 0.1131; number 93, C, carries -0.6648; number 94, O, carries -0.0161; number 95, N, carries 0.1665; number 96, C, carries -0.3036; number 97, O, carries -0.0200; number 98, H, carries 0.0792; number 99, H, carries 0.1021